Record 1
Molecular formula: CH4FNO
Method: DFT, ωB97M-V with the def2-TZVPD basis set

Its molar mass is 65.0 u. For the electronic energy, the calculation gives -270.207324 Ha. The value obtained for the maximum force is 2.5 eV Å⁻¹. The calculation puts the orbital gap at 11.30 eV. The multiplicity is 1. The calculation puts the HOMO energy at -10.27 eV. As for the charge: 0. The energy above the lowest of the compared OMol25 structures with the same formula, charge and spin comes out at 91.2 kcal per mole.

Each line ends with the Mulliken charge.
CARTESIAN COORDINATES (ANGSTROEM)
F -1.275 -2.126 -0.810  -0.273
O -0.524 0.157 -0.796  -0.168
N -1.444 -0.698 -0.277  -0.133
C 0.549 0.214 0.141  -0.360
H 1.232 -0.668 0.044  0.225
H 0.985 1.111 -0.288  0.228
H -2.350 -0.339 -0.547  0.258
H 0.165 0.503 1.200  0.222

***

Record 2
Molecular formula: C10H16CdN2P
Method: DFT, ωB97M-V with the def2-TZVPD basis set

Its molar mass is 307.6 u. For the electronic energy, the calculation gives -1008.901722 Ha. The value obtained for the maximum force is 2.4 eV Å⁻¹. The calculation puts the orbital gap at 3.23 eV. The multiplicity is 1. The calculation puts the HOMO energy at -0.51 eV. As for the charge: -1. The energy above the lowest of the compared OMol25 structures with the same formula, charge and spin comes out at 25.7 kcal per mole.

Each line ends with the Mulliken charge.
CARTESIAN COORDINATES (ANGSTROEM)
Cd -0.380 -0.547 -0.288  0.431
P 0.092 2.413 0.386  -0.114
N 1.371 -0.458 2.484  -0.108
N 0.148 -0.445 1.850  0.132
C -2.174 -1.276 2.357  -1.254
C 0.174 0.064 -2.578  0.273
C -0.594 -1.157 -2.609  -1.275
C 0.968 0.406 -1.520  -1.266
C -0.116 -1.205 3.911  -0.658
C 2.307 -1.083 4.735  -1.180
C 0.480 -2.391 -0.795  -1.397
C 1.231 -0.902 3.748  0.489
C -0.347 -2.378 -1.867  0.543
C -0.759 -0.971 2.694  0.524
H 0.074 0.684 -3.491  0.319
H 1.131 2.333 1.329  -0.003
H 2.047 -0.504 5.636  0.279
H 2.335 -2.149 5.014  0.270
H -2.810 -0.653 3.003  0.302
H -0.595 -1.586 4.793  0.413
H 3.292 -0.772 4.361  0.318
H -2.361 -2.332 2.598  0.288
H 0.182 3.712 -0.160  0.053
H 0.792 -3.243 -0.158  0.179
H -1.102 -1.365 -3.531  0.187
H -1.017 2.486 1.254  0.017
H -0.820 -3.329 -2.232  0.323
H 1.631 1.273 -1.523  0.418
H 2.237 -0.112 2.026  0.230
H -2.448 -1.098 1.302  0.266

***

Record 3
Molecular formula: C31H60ClF5N3O11
Method: DFT, ωB97M-V with the def2-TZVPD basis set

Its molar mass is 781.3 u. For the electronic energy, the calculation gives -3168.275440 Ha. The value obtained for the maximum force is 0.6 eV Å⁻¹. The calculation puts the orbital gap at 7.49 eV. The multiplicity is 1. The calculation puts the HOMO energy at -10.48 eV. As for the charge: +1.

Each line ends with the Mulliken charge.
CARTESIAN COORDINATES (ANGSTROEM)
Cl 2.984 5.292 -3.835  -0.118
F -0.005 -0.615 0.858  -0.317
F 2.650 -0.585 0.321  -0.304
F -0.449 -1.083 -1.240  -0.298
F 1.638 -2.430 -0.223  -0.211
F 2.276 -1.056 -1.758  -0.283
O 1.544 -2.115 5.462  -0.347
O 0.982 5.705 -5.407  -0.460
O 2.359 0.055 8.406  -0.254
O 8.643 -5.373 0.913  -0.248
O 6.524 -4.804 -1.234  -0.448
O -2.622 0.092 -5.556  -0.573
O 5.143 -4.154 1.445  -0.377
O -9.385 2.838 -0.922  -0.268
O -7.164 5.618 -0.852  -0.260
O -6.563 2.875 -2.130  -0.252
O 4.317 -1.585 6.678  -0.438
N -1.201 3.975 -5.033  -0.013
N -0.827 2.190 -3.892  0.369
N -4.649 -1.985 -4.854  -0.584
C 0.840 1.512 -2.110  -0.576
C 3.350 -2.574 6.995  -0.548
C 1.226 3.405 -4.766  -0.344
C -7.138 4.054 -2.679  -0.525
C 4.185 -3.232 1.904  -0.596
C 7.491 -3.948 -0.645  -0.362
C 2.237 0.426 9.760  -0.766
C 9.681 -6.309 1.095  -0.769
C -6.472 6.626 -0.151  -0.757
C -8.375 1.858 -0.810  -0.626
C -2.210 2.298 -4.020  0.611
C -0.240 3.200 -4.535  0.087
C -7.008 2.501 -0.829  -0.511
C -3.192 1.309 -3.485  -1.098
C 2.556 -3.049 5.801  -0.155
C 1.586 4.887 -4.787  0.477
C 4.659 -4.919 0.356  -0.350
C 1.779 -1.152 -0.521  0.680
C -10.639 2.282 -1.255  -0.769
C -0.144 1.077 -3.218  -0.488
C 8.785 -4.641 -0.289  -0.596
C -6.581 5.338 -2.105  -0.550
C 3.848 -0.255 6.540  -0.368
C -4.555 -0.654 -4.262  -0.917
C 5.790 -5.633 -0.347  -0.578
C 1.055 -2.315 4.159  -0.517
C -3.158 -0.044 -4.245  0.229
C 3.602 0.447 7.855  -0.617
C 0.422 1.071 -0.701  -1.811
C -2.432 3.439 -4.734  -0.735
C 0.419 -0.422 -0.413  0.952
H 4.418 0.207 8.548  0.337
H -6.881 4.028 -3.741  0.395
H -4.960 -0.678 -3.244  0.316
H 9.686 -7.055 0.291  0.317
H 0.897 2.606 -2.086  0.772
H 3.238 -3.191 4.953  -0.011
H 9.573 -3.884 -0.167  0.422
H -0.927 0.472 -2.777  0.185
H 1.842 1.160 -2.350  0.531
H 3.921 -2.522 1.117  0.187
H 2.315 1.512 9.886  0.311
H 1.477 3.017 -5.763  0.360
H 0.633 -3.320 4.038  0.395
H -4.781 -1.911 -5.855  0.293
H 2.093 -4.016 6.038  0.449
H -8.449 1.138 -1.636  0.332
H -3.356 3.905 -5.037  0.593
H -0.583 1.428 -0.460  0.432
H -3.271 0.549 -6.107  0.398
H 4.146 -4.267 -0.364  0.163
H -2.964 1.121 -2.430  0.421
H -10.602 1.781 -2.229  0.322
H 0.330 0.459 -3.985  0.090
H 1.852 -2.170 3.419  0.059
H -3.775 -2.489 -4.739  0.287
H 1.100 1.522 0.031  0.513
H -6.993 6.785 0.791  0.239
H -5.490 5.247 -2.004  0.283
H -1.053 4.818 -5.571  0.240
H 3.600 1.534 7.686  0.430
H 7.716 -3.203 -1.412  0.386
H -4.191 1.750 -3.537  0.182
H 5.347 -6.405 -0.981  0.412
H -6.460 7.567 -0.712  0.311
H 2.681 -2.237 7.790  0.233
H 9.073 -5.310 -1.110  0.339
H -11.355 3.099 -1.303  0.236
H 1.257 0.100 10.102  0.232
H -2.460 -0.716 -3.734  0.444
H 7.084 -3.432 0.229  0.192
H 0.272 -1.579 3.985  0.233
H 9.506 -6.812 2.044  0.233
H 4.654 0.276 6.029  0.382
H 2.953 -0.211 5.913  0.213
H 3.274 -3.741 2.243  0.315
H -6.796 6.160 -2.803  0.453
H 6.445 -6.118 0.379  0.257
H -5.196 0.030 -4.836  0.427
H -6.288 1.756 -0.485  0.394
H 1.843 2.866 -4.053  0.243
H -10.970 1.563 -0.498  0.316
H 3.924 -3.424 7.366  0.425
H 4.621 -2.690 2.742  0.331
H 3.007 -0.057 10.373  0.317
H -8.495 1.310 0.135  0.460
H 3.938 -5.662 0.725  0.462
H -5.439 6.324 0.059  0.310
H -6.976 3.351 -0.146  0.226
H 10.661 -5.819 1.129  0.314
H -8.226 4.038 -2.591  0.237

***

Record order is preserved below.
LUMO energy: 1.028, 2.722, -2.994 eV